{
  "formula": "C16H17AsBrIO2OsS2",
  "method": "wB97M-V/def2-TZVPD",
  "multiplicity": 1,
  "gap_ev": [5.3, 5.3],
  "e_tot_ev": -184065.0097,
  "relative_energy_kcal_mol": 11.3,
  "charge": 2,
  "species": ["Os", "O", "C", "O", "C", "C", "C", "C", "C", "C", "S", "H", "H", "H", "H", "Br", "C", "C", "C", "C", "C", "C", "I", "H", "H", "H", "H", "C", "As", "C", "C", "S", "H", "H", "H", "H", "H", "H", "H", "H", "H"],
  "positions_angstrom": [[-0.476739, 0.303980, -0.658093], [-3.800805, 0.033318, 1.159851], [-2.695239, 0.488233, 1.203423], [-1.627956, -0.253103, 0.820449], [-2.389328, 1.823561, 1.807270], [-3.421847, 2.420164, 2.515312], [-3.201041, 3.574577, 3.257950], [-1.927536, 4.123946, 3.321134], [-0.893414, 3.565063, 2.595500], [-1.120775, 2.434888, 1.798468], [0.234968, 1.948026, 0.825941], [-4.393383, 1.947243, 2.489328], [-4.019060, 4.026081, 3.801579], [-1.737580, 4.995064, 3.932508], [0.099191, 3.996946, 2.621279], [2.430669, -0.224876, -0.911580], [2.984221, 0.483478, -2.596144], [4.298599, 0.269217, -2.976120], [4.754160, 0.787989, -4.178732], [3.908854, 1.538855, -4.981225], [2.591772, 1.748999, -4.602284], [2.137047, 1.201898, -3.415825], [0.065044, 1.472671, -2.967413], [4.958173, -0.299126, -2.334538], [5.774587, 0.601967, -4.482395], [4.263693, 1.965150, -5.908859], [1.925416, 2.330111, -5.226486], [-2.502471, -3.418660, 1.124004], [-0.685580, -3.030003, 0.585621], [0.429275, -2.253159, 1.974092], [0.180163, -4.699669, 0.156019], [-0.620627, -1.974795, -1.330346], [-2.460707, -4.065632, 2.000813], [-2.987622, -3.939558, 0.300018], [-3.049111, -2.507490, 1.355370], [0.122711, -2.676060, 2.930719], [0.334489, -1.173270, 2.013854], [1.459369, -2.537915, 1.763694], [0.393594, -5.255244, 1.068657], [1.114045, -4.471599, -0.355748], [-0.449220, -5.301267, -0.497063]],
  "forces_ev_per_a": [[3.0, 0.5, 2.2], [0.4, -0.1, -0.1], [-0.5, 0.8, 0.8], [-0.3, -0.6, -1.4], [-0.2, 0.0, -0.1], [0.1, -0.1, -0.1], [0.1, 0.0, 0.0], [-0.2, 0.2, 0.0], [0.3, -0.3, -0.1], [-0.2, -0.3, 0.5], [-0.8, -0.9, -1.8], [0.0, 0.0, 0.0], [0.0, 0.0, 0.0], [0.0, 0.0, 0.0], [0.0, 0.1, 0.1], [-1.3, 0.5, -0.1], [0.0, 0.1, -0.1], [0.0, -0.1, 0.2], [-0.1, 0.0, 0.0], [0.0, 0.0, 0.0], [-0.2, 0.1, 0.0], [-0.4, -0.1, 0.3], [0.1, 0.0, -0.4], [0.0, 0.0, 0.0], [0.0, 0.0, 0.0], [0.0, 0.0, 0.0], [0.0, 0.0, -0.1], [0.2, 0.1, 0.2], [-0.4, -0.5, 0.1], [-0.1, 0.0, -0.2], [0.0, 0.1, 0.0], [0.3, 0.6, 0.4], [0.0, 0.0, 0.0], [0.1, 0.0, 0.0], [0.1, 0.1, -0.1], [0.0, -0.1, 0.0], [-0.1, 0.0, 0.0], [0.0, 0.0, 0.0], [-0.1, 0.1, 0.0], [0.0, 0.0, 0.0], [-0.1, 0.1, 0.0]],
  "mulliken_charge": [1.357, -0.522, 0.326, -0.738, 0.318, -0.661, -0.589, -0.596, -0.698, 0.901, -0.256, 0.506, 0.432, 0.416, 0.455, -0.024, 1.102, -0.625, -0.577, -0.644, -0.566, 0.137, 0.302, 0.381, 0.409, 0.409, 0.359, -0.948, 0.781, -0.807, -1.029, -0.468, 0.404, 0.350, 0.279, 0.396, 0.173, 0.384, 0.417, 0.355, 0.398]
}

=====

{
  "formula": "C16H17BrInNO3S2",
  "method": "wB97M-V/def2-TZVPD",
  "multiplicity": 1,
  "gap_ev": [2.3, 2.3],
  "e_tot_ev": -121385.4077,
  "relative_energy_kcal_mol": 5.3,
  "charge": -2,
  "species": ["In", "C", "C", "C", "O", "C", "O", "O", "H", "H", "H", "H", "H", "H", "H", "S", "C", "C", "C", "C", "C", "C", "S", "H", "H", "H", "H", "Br", "C", "C", "C", "N", "C", "C", "H", "H", "H", "H", "C", "H", "H"],
  "positions_angstrom": [[-1.071913, -0.681063, -0.118524], [3.787913, -1.838149, 0.270554], [2.689583, -2.395533, -0.618813], [2.788420, -3.879918, -0.356873], [3.131085, -2.176623, -1.976717], [1.297635, -1.864269, -0.270440], [0.668847, -2.113691, 0.838088], [0.786820, -1.120445, -1.190149], [4.696985, -2.341465, 0.071977], [3.419833, -2.033310, 1.311360], [3.864184, -0.731998, 0.276321], [3.826458, -4.158822, -0.512072], [2.146184, -4.411837, -1.082460], [2.408497, -4.078623, 0.673875], [2.323487, -1.918617, -2.484144], [-2.574393, 0.839724, -1.666131], [-3.896510, -0.086987, -1.104124], [-5.028447, 0.539442, -0.583184], [-6.010062, -0.229314, 0.074281], [-5.922907, -1.629257, 0.075236], [-4.857416, -2.283554, -0.518665], [-3.793048, -1.532037, -1.045109], [-2.327584, -2.379064, -1.488786], [-5.139566, 1.610582, -0.786876], [-6.882956, 0.281023, 0.481587], [-6.708442, -2.309850, 0.435047], [-4.834565, -3.407153, -0.467200], [2.176805, 6.632973, -0.758698], [2.272030, 4.941810, 0.082300], [2.986180, 3.883112, -0.506754], [3.020847, 2.729098, 0.236743], [2.342520, 2.540460, 1.387548], [1.452846, 3.462399, 1.784450], [1.530478, 4.788583, 1.242732], [3.499180, 3.977012, -1.504507], [3.691463, 1.899352, -0.006049], [0.818124, 3.165850, 2.693106], [0.876210, 5.619135, 1.660298], [-1.059681, 0.651122, 1.573542], [-0.572676, 1.664525, 1.549868], [-1.822443, 0.375391, 2.327352]],
  "forces_ev_per_a": [[-0.5, 1.7, 1.3], [-2.1, 1.8, 2.0], [1.5, -0.5, 0.1], [-1.5, -0.7, 0.1], [-1.6, 0.4, -0.2], [-1.8, 0.5, 1.3], [2.5, -0.1, -3.3], [0.8, -0.7, 0.5], [1.0, -0.2, -0.2], [0.7, -0.1, -0.6], [0.2, -0.5, -0.5], [0.0, -0.4, 0.1], [0.3, 0.0, 0.4], [0.5, -0.1, -0.8], [0.7, -0.1, 0.6], [0.4, 0.9, -1.2], [0.1, -1.3, 0.1], [-0.9, -0.8, 0.2], [0.0, 0.3, -0.8], [-0.7, -0.2, -0.1], [0.5, -0.1, 0.1], [-0.9, 0.2, 0.4], [0.5, -0.3, 0.1], [0.1, -0.4, 0.6], [0.1, -0.2, 0.0], [0.1, 0.8, 0.2], [0.2, 1.3, -0.2], [0.2, 0.2, -0.3], [-0.2, -0.3, 0.0], [0.0, 1.0, -0.7], [0.2, -0.6, 1.2], [-0.8, 0.1, -0.6], [1.1, 0.6, 0.9], [-1.6, -0.7, 0.6], [-0.6, 0.0, 1.3], [-0.3, 0.3, -0.3], [0.9, 0.6, -1.6], [1.1, -1.2, -0.7], [0.4, -0.5, 0.0], [-0.9, -1.1, -0.1], [0.5, 0.6, -0.3]],
  "mulliken_charge": [-0.127, -1.104, 1.436, -1.600, -0.669, 0.942, -0.594, -0.730, 0.445, 0.307, -0.037, 0.418, 0.344, 0.285, 0.365, -0.447, 0.372, -0.391, -0.415, -0.374, -0.516, 0.113, -0.562, 0.282, 0.298, 0.256, 0.232, -0.231, 0.485, -0.504, -0.014, -0.277, -0.305, -0.422, 0.301, 0.267, 0.354, 0.297, -0.331, -0.230, 0.080]
}

=====

{
  "formula": "C16H17Cl2N3O",
  "method": "wB97M-V/def2-TZVPD",
  "smiles": "Clc1cccc(Cl)c1/C(=C/n1cncn1)OC1CCCCC1",
  "multiplicity": 1,
  "gap_ev": 8.6,
  "e_tot_ev": -48429.6595,
  "relative_energy_kcal_mol": 5.0,
  "charge": 0,
  "species": ["Cl", "C", "C", "C", "C", "C", "Cl", "C", "C", "C", "N", "C", "N", "C", "N", "O", "C", "C", "C", "C", "C", "C", "H", "H", "H", "H", "H", "H", "H", "H", "H", "H", "H", "H", "H", "H", "H", "H", "H"],
  "positions_angstrom": [[0.047470, -3.097167, 1.282061], [-1.465901, -2.287818, 0.915330], [-2.598913, -3.108871, 0.687110], [-3.830674, -2.547659, 0.461302], [-3.947101, -1.170217, 0.383768], [-2.843249, -0.326592, 0.619823], [-2.987756, 1.397960, 0.539317], [-1.580804, -0.885667, 0.935675], [-0.435278, 0.005026, 1.329475], [-0.620964, 0.892056, 2.398728], [0.279840, 1.905629, 2.821823], [1.549560, 2.237568, 2.335846], [2.092877, 3.189415, 3.043631], [1.148843, 3.398649, 4.039738], [0.087518, 2.630852, 3.928479], [0.803821, -0.125959, 0.705867], [0.776468, -0.210346, -0.728811], [0.910418, 1.165337, -1.374087], [0.953877, 1.050956, -2.908038], [1.930286, -0.007020, -3.434731], [1.980038, -1.282903, -2.608721], [1.993803, -1.032176, -1.099205], [-2.498349, -4.185503, 0.757631], [-4.749872, -3.119164, 0.327247], [-4.916416, -0.729260, 0.212667], [-1.565274, 0.823155, 2.987602], [1.995310, 1.811180, 1.462554], [1.190989, 4.127727, 4.834122], [-0.119141, -0.711975, -1.081678], [0.047153, 1.794441, -1.094585], [1.797706, 1.681687, -1.018212], [1.086944, 2.018446, -3.405090], [-0.047941, 0.728518, -3.274628], [2.936843, 0.430027, -3.443116], [1.665419, -0.278075, -4.450508], [2.888599, -1.852499, -2.911092], [1.101220, -1.919459, -2.841184], [2.010308, -1.958935, -0.532490], [2.932322, -0.451365, -0.803616]],
  "forces_ev_per_a": [[-0.5, 0.4, -0.1], [-1.0, -0.4, 0.0], [1.2, 0.0, 0.4], [-0.4, 0.6, -0.3], [0.5, 1.2, 0.4], [0.1, -1.3, 0.0], [-0.6, -0.1, -0.3], [0.3, 0.1, 0.1], [0.4, 1.7, 2.2], [-0.1, -1.7, -1.6], [2.0, -0.6, -0.9], [-1.0, 0.1, 0.1], [-0.8, 0.0, 0.9], [-0.2, -0.7, -0.9], [-0.7, 0.5, 0.6], [-1.7, 0.4, 0.5], [1.4, 0.3, 0.0], [-0.9, 0.4, -0.4], [-1.2, -0.7, -0.5], [0.5, 0.6, 0.4], [0.2, -0.8, 0.0], [1.1, 0.6, -0.2], [0.2, 0.1, -0.1], [0.5, -0.2, 0.0], [0.0, 0.1, -0.1], [1.1, 0.3, -0.6], [-0.1, -0.3, -0.2], [0.3, 0.0, -0.1], [-0.3, -0.1, 0.1], [0.2, -0.2, 0.0], [0.3, -0.1, 0.2], [0.3, -0.1, 0.3], [0.3, 0.2, 0.4], [0.0, -0.1, -0.1], [0.1, 0.2, -0.3], [-0.7, 0.2, 0.2], [0.4, 0.2, 0.1], [0.0, -0.1, 0.0], [-1.1, -0.6, -0.3]],
  "mulliken_charge": [-0.188, 1.011, -0.552, -0.449, -0.559, 0.481, -0.157, -0.125, -0.152, -0.616, 0.887, 0.041, -0.627, -0.176, -1.284, -0.372, 0.192, -0.746, -0.834, -0.646, -0.596, -0.689, 0.434, 0.369, 0.426, 0.468, 0.493, 0.413, 0.392, 0.299, 0.348, 0.398, 0.333, 0.295, 0.320, 0.326, 0.331, 0.307, 0.206]
}

=====

{
  "formula": "C16H17ClN4S",
  "method": "wB97M-V/def2-TZVPD",
  "smiles": "S=C(Nc1cccnc1)N1CCN(c2ccccc2Cl)CC1",
  "multiplicity": 1,
  "gap_ev": 8.4,
  "e_tot_ev": -46185.9656,
  "relative_energy_kcal_mol": 1.4,
  "charge": 0,
  "species": ["S", "C", "N", "C", "C", "C", "C", "N", "C", "N", "C", "C", "N", "C", "C", "C", "C", "C", "C", "Cl", "C", "C", "H", "H", "H", "H", "H", "H", "H", "H", "H", "H", "H", "H", "H", "H", "H", "H", "H"],
  "positions_angstrom": [[1.583170, -0.830068, 2.949146], [1.385997, -0.703726, 1.311783], [1.976835, -1.576962, 0.435567], [3.014540, -2.470798, 0.687043], [3.093775, -3.634089, -0.077770], [4.145221, -4.507164, 0.128650], [5.092920, -4.179394, 1.086843], [5.037919, -3.067767, 1.799280], [4.034506, -2.236060, 1.613676], [0.618184, 0.268607, 0.764189], [-0.343631, 1.002370, 1.557061], [-1.757648, 0.540636, 1.166900], [-2.019481, 0.648443, -0.251847], [-2.636630, 1.782519, -0.768608], [-2.660073, 3.004340, -0.087849], [-3.315206, 4.108756, -0.597255], [-3.966128, 4.037469, -1.815415], [-3.982746, 2.835821, -2.501476], [-3.345672, 1.726504, -1.978519], [-3.519199, 0.229294, -2.844365], [-1.012322, -0.038198, -1.031085], [0.389846, 0.472165, -0.648629], [1.474309, -1.770995, -0.420890], [2.337452, -3.845544, -0.823235], [4.226784, -5.417548, -0.444778], [5.936568, -4.825141, 1.287967], [4.044505, -1.343807, 2.220692], [-0.209978, 2.070644, 1.362806], [-0.154954, 0.802157, 2.612228], [-1.850427, -0.519472, 1.432775], [-2.512497, 1.095430, 1.722519], [-2.151755, 3.095817, 0.858685], [-3.305368, 5.033435, -0.040280], [-4.469263, 4.899271, -2.223825], [-4.511323, 2.745941, -3.437798], [-1.085890, -1.112036, -0.820660], [-1.178070, 0.124297, -2.093843], [0.430422, 1.552287, -0.836338], [1.165310, 0.002568, -1.253344]],
  "forces_ev_per_a": [[0.1, -0.2, 0.6], [0.0, 0.1, 0.3], [-0.5, 0.4, -0.6], [0.5, -0.6, 0.0], [0.0, 0.3, 0.2], [0.1, 0.1, 0.1], [0.0, -0.4, -0.2], [0.4, 0.0, 0.3], [-0.2, 0.4, -0.1], [0.2, -0.2, -0.2], [-0.4, 0.1, 0.4], [0.2, 0.1, 0.2], [-0.2, -0.3, 0.0], [-0.2, 0.1, -0.1], [0.1, -0.1, 0.0], [-0.1, 0.1, 0.0], [0.0, 0.0, 0.0], [0.0, 0.1, 0.0], [0.0, 0.1, 0.0], [-0.1, -0.1, 0.0], [0.5, 0.2, -0.2], [-0.2, -0.2, -0.4], [0.1, 0.2, 0.1], [-0.1, 0.0, 0.0], [0.0, -0.1, 0.0], [0.0, -0.1, -0.1], [-0.1, 0.0, -0.1], [0.0, 0.0, 0.0], [0.0, 0.1, -0.2], [0.0, 0.1, 0.1], [0.0, 0.0, 0.0], [0.1, 0.0, 0.1], [0.0, 0.1, 0.1], [-0.1, 0.1, 0.0], [0.0, 0.0, -0.1], [0.0, 0.0, -0.1], [0.0, -0.1, 0.1], [0.0, -0.1, -0.1], [0.0, 0.1, 0.1]],
  "mulliken_charge": [-0.417, 0.507, -0.056, 0.620, -0.619, -0.404, -0.333, -0.605, -0.209, 0.087, -0.883, -1.098, 0.082, 0.681, -0.250, -0.994, -0.431, -0.543, 0.370, -0.214, -0.633, -1.161, 0.163, 0.349, 0.370, 0.356, 0.451, 0.390, 0.354, 0.337, 0.579, 0.300, 0.377, 0.377, 0.420, 0.276, 0.566, 0.345, 0.492]
}

=====

multiplicity of number 1 (C16H17AsBrIO2OsS2)? 1